Record 1
# C3H7N3O2S

A single C3H7N3O2S molecule (wB97M-V/def2-TZVPD, the OMol25 dataset).

The geometry in XYZ format:
```
16
Properties=species:S:1:pos:R:3:lowdin_charge:R:1
H 0.186 0.953 -1.308 0.09
N 0.950 0.333 -1.013 0.14
C 0.964 -0.751 -0.473 -0.79
O -0.043 -1.538 -0.039 -0.05
N -1.447 -1.331 -0.130 -0.29
O -2.040 -2.082 -0.946 0.03
N -1.853 -0.515 0.699 0.06
C -3.210 -0.391 0.899 -0.08
S 2.423 -1.637 0.043 0.89
C 3.545 -0.288 0.551 -0.40
H -3.416 0.547 1.216 0.05
H -3.811 -0.799 0.082 0.09
H -3.355 -1.190 1.691 0.13
H 2.906 0.393 1.175 0.05
H 3.847 0.174 -0.455 0.05
H 4.430 -0.580 1.133 0.04
```

Values from the calculation:
structure (SMILES) = [H]/N=C(\O/[N+]([O-])=N/C)SC
E_HOMO = -9.085 eV
2S+1 = 1
energy relative to the best compared isomer or geometry (same formula, charge and spin) = 86.4 kcal per mole



Record 2
# C3H7N3O2S

2 unconnected molecules or ions with the total composition C3H7N3O2S (wB97M-V/def2-TZVPD, the OMol25 dataset).

The geometry in XYZ format:
```
16
Properties=species:S:1:pos:R:3:lowdin_charge:R:1
N 2.690 -0.298 -1.480 0.05
N 1.523 -0.690 -0.906 0.01
C 0.910 -0.165 0.021 -0.23
N 1.207 1.333 0.721 0.04
C -0.382 -0.548 0.610 -0.45
O -1.096 0.237 1.220 0.06
O -0.745 -1.866 0.308 0.06
H 3.032 0.608 -1.373 0.06
H 3.062 -0.822 -2.343 0.14
H 0.284 1.818 0.664 0.05
H 1.332 1.030 1.721 0.06
H 0.096 -2.375 0.093 0.13
C -3.867 -0.292 0.390 -0.62
S -4.060 0.030 -1.204 0.56
H -4.040 -1.266 0.922 0.02
H -4.020 0.608 1.153 0.05
```

Values from the calculation:
structure (SMILES) = N/N=C(\N)C(=O)O.C=S
E_HOMO (spin up / spin down) = -8.471 / -8.471 eV
2S+1 = 1
energy relative to the best compared isomer or geometry (same formula, charge and spin) = 40.6 kcal per mole



Record 3
# C3H7N3O2S

2 unconnected molecules or ions with the total composition C3H7N3O2S (wB97M-V/def2-TZVPD, the OMol25 dataset).

The geometry in XYZ format:
```
16
Properties=species:S:1:pos:R:3:lowdin_charge:R:1
C 0.181 -2.227 -0.524 -0.41
C -0.168 0.617 0.457 -0.23
C 1.729 1.859 0.204 -0.13
N -0.443 -2.240 -1.536 0.22
N 0.739 -1.832 0.476 0.11
N -1.443 0.237 0.341 -0.21
O -3.806 -0.091 -0.485 -0.69
O 0.356 1.858 0.088 -0.11
S -2.765 0.964 -0.515 0.79
H 0.286 0.177 1.349 0.12
H 2.295 1.592 -0.717 0.10
H 2.037 1.517 1.178 0.08
H 2.019 3.020 0.253 0.13
H -1.098 -2.814 -1.954 0.06
H 1.729 -1.955 0.778 0.11
H -1.648 -0.681 0.605 0.07
```

Values from the calculation:
E_HOMO (spin up / spin down) = -6.797 / -6.359 eV
2S+1 = 1
energy relative to the best compared isomer or geometry (same formula, charge and spin) = 66.9 kcal per mole



Record 4
# C3H7N3O3

2 unconnected molecules or ions with the total composition C3H7N3O3 (wB97M-V/def2-TZVPD, the OMol25 dataset).

The geometry in XYZ format:
```
16
Properties=species:S:1:pos:R:3:lowdin_charge:R:1
N 1.990 -1.503 0.039 0.07
C 1.608 -0.172 0.364 -0.49
N 2.349 0.756 -0.415 0.06
N 0.104 0.052 0.228 0.12
C -0.605 -0.332 -0.689 -0.38
O -1.334 -0.742 -1.491 0.19
H 1.878 -1.716 -0.946 0.08
H 1.498 -2.194 0.587 0.09
H 1.795 0.012 1.424 0.14
H 2.208 0.624 -1.410 0.08
H 2.137 1.714 -0.171 0.08
O -2.760 1.835 -0.216 0.06
C -2.481 1.022 0.619 -0.46
O -3.174 -0.104 0.825 0.06
H -1.355 0.937 1.119 0.16
H -3.859 -0.186 0.134 0.13
```

Values from the calculation:
structure (SMILES) = NC(N)N=C=O.O=CO
E_HOMO = -9.913 eV
2S+1 = 1
energy relative to the best compared isomer or geometry (same formula, charge and spin) = 43.9 kcal per mole



Record 5
# C3H7N3S

A single C3H7N3S molecule (wB97M-V/def2-TZVPD, the OMol25 dataset).

The geometry in XYZ format:
```
14
Properties=species:S:1:pos:R:3:lowdin_charge:R:1
N -1.500 -0.680 2.737 -0.14
C -0.592 0.162 1.826 -0.32
C 0.682 -0.699 1.520 -0.12
N 0.892 -1.423 0.400 0.04
N 0.462 -0.839 -0.761 -0.11
C 0.433 0.495 -1.129 -0.77
S 0.104 1.418 -2.427 0.62
H -2.657 -0.240 2.654 0.15
H -1.808 -1.712 2.115 0.15
H -1.172 0.126 0.947 0.05
H -0.495 1.177 2.467 0.16
H 1.046 -0.985 2.565 0.12
H 0.701 -1.259 -1.670 0.13
H 0.598 1.059 -0.165 0.05
```

Values from the calculation:
structure (SMILES) = NC/C=N\NC=S
E_HOMO = -8.857 eV
2S+1 = 1
energy relative to the best compared isomer or geometry (same formula, charge and spin) = 125.5 kcal per mole



Record 6
# C3H7N3S

A single C3H7N3S molecule (wB97M-V/def2-TZVPD, the OMol25 dataset).

The geometry in XYZ format:
```
14
Properties=species:S:1:pos:R:3:lowdin_charge:R:1
H 1.630 -1.666 -0.624 0.06
N 2.138 -0.723 -0.591 0.06
C 1.456 0.274 -0.167 -0.29
N 0.072 0.375 0.015 -0.20
C -0.636 1.721 0.061 -0.16
C -0.878 -0.679 -0.005 -0.89
N -0.308 -1.849 0.258 0.06
S -2.487 -0.371 -0.390 0.63
H 2.000 1.259 0.026 0.13
H -1.107 1.797 1.308 0.16
H -1.534 1.649 -0.778 0.04
H 0.216 2.619 -0.278 0.13
H -0.941 -2.615 0.077 0.10
H 0.380 -1.790 1.088 0.17
```

Values from the calculation:
structure (SMILES) = [H]/N=C\N(C)C(N)=S
E_HOMO = -8.618 eV
2S+1 = 1
energy relative to the best compared isomer or geometry (same formula, charge and spin) = 65.6 kcal per mole